Here is C24H25I2N5ORuS3 as an isolated structure in a non-equilibrium geometry from the OMol25 dataset. Energies are from ωB97M-V/def2-TZVPD.

```
61
Properties=species:S:1:pos:R:3:forces:R:3
Ru 0.290288 -0.847298 -0.740810 -0.165 0.070 0.124
I -3.953758 4.366462 1.519235 0.267 -0.124 -0.145
C -2.637825 2.763183 1.653914 0.240 -1.545 0.105
C -3.020724 1.635432 2.428422 -0.207 2.744 -1.307
C -2.083702 0.683280 2.714332 -0.008 -0.785 0.742
I -2.811553 -1.037407 3.537695 0.154 -0.525 0.346
C -0.620280 0.861413 2.579887 0.999 0.886 -2.608
O 0.244995 0.262303 3.153408 -0.278 -0.547 1.109
C -0.141941 1.798703 1.384930 -1.462 0.119 2.249
C 1.181199 2.593545 1.653615 1.223 -1.841 -0.059
N 2.237135 2.155414 0.723082 -0.576 2.776 -0.732
C 2.873561 0.981570 1.134253 -1.382 -2.521 -0.572
C 3.653146 0.388393 -0.020992 -0.275 -0.259 0.239
C 4.822357 -0.277284 0.272214 1.305 -0.392 1.954
C 5.517621 -1.001298 -0.681788 -0.374 -0.665 -1.508
C 4.926456 -1.131082 -1.954300 -1.253 2.152 1.788
C 3.713666 -0.350932 -2.152907 1.434 -0.950 -1.333
N 3.119416 0.426266 -1.274480 0.663 -0.398 1.561
C -1.338750 2.722419 0.891231 1.877 1.790 -0.131
H -4.078955 1.663602 2.755242 0.890 -0.672 0.008
H 1.536758 2.451719 2.713014 -0.590 0.023 -0.652
H 1.063113 3.629427 1.483413 -0.558 1.166 -0.084
H 2.909823 2.908794 0.358365 -1.582 -1.514 1.078
H 2.056926 0.166190 1.499246 1.725 1.722 -1.002
H 3.490008 1.146981 1.984090 0.967 -0.114 0.998
H 5.232803 -0.324754 1.344482 -0.863 0.383 -1.664
H 6.459836 -1.525854 -0.449027 -0.599 0.354 -0.055
H 5.407590 -1.689586 -2.721096 -0.047 -0.336 -0.597
H 3.217278 -0.332139 -3.133467 0.340 -0.282 0.280
H -0.906548 3.764419 0.728752 -0.910 -1.023 0.236
C -0.960291 -5.133461 0.986185 2.115 0.174 -0.986
C -0.315565 -3.830236 0.506181 0.224 0.408 0.920
S -1.340814 -2.466200 0.003508 0.220 -0.535 0.203
C 1.027343 -3.721692 0.652733 0.595 0.762 -0.237
C 1.896106 -4.775484 1.312085 -1.521 -1.226 0.290
S 1.984634 -2.280523 0.102661 -0.710 -0.912 0.275
H -0.487348 -5.451109 1.907922 -0.052 -0.109 0.235
H -0.670684 -5.861234 0.220337 -0.261 -0.355 0.174
H -1.991904 -5.193034 1.129712 -1.749 0.508 -0.050
H 2.743986 -4.411552 1.871037 0.408 0.377 -0.325
H 2.155501 -5.624144 0.658600 0.418 0.501 -0.195
H 1.280412 -5.313479 2.060295 0.308 0.375 -0.033
N -1.176631 1.936649 -0.337066 -1.260 0.738 0.213
C -0.291540 1.042407 0.032805 0.760 -0.382 0.241
C -1.730683 3.639985 -1.976656 0.405 -0.380 -1.062
C -1.885468 2.172169 -1.596497 -0.145 -0.226 -0.998
C -3.286998 1.694688 -1.541088 -2.141 0.097 1.266
C -3.525766 0.382901 -1.736855 -0.681 0.445 -1.174
N -2.615817 -0.479512 -2.240968 1.042 -1.210 0.228
C -1.457081 -0.026812 -2.619425 -0.289 1.628 -0.509
S -0.175907 -0.990686 -3.241937 0.268 -0.039 0.035
N -1.275729 1.379861 -2.611974 -0.323 -0.613 0.086
C -4.870539 -0.283188 -1.610188 -1.138 0.774 -0.009
H -1.816716 4.298243 -1.145886 0.037 0.547 0.734
H -2.557473 3.850785 -2.633276 -0.204 0.272 -0.424
H -0.779013 3.835107 -2.537939 -0.684 -0.195 0.679
H -4.189502 2.276952 -1.233569 1.246 0.049 -0.100
H -0.452355 1.804344 -2.965805 1.002 -0.490 -0.371
H -5.650735 0.406332 -1.129898 1.148 -1.122 -0.208
H -4.626174 -1.209993 -1.043707 -0.823 0.495 -0.336
H -5.317160 -0.519945 -2.625273 0.825 -0.049 1.072
```
Positions in Å, forces in eV/Å.

Energy above the lowest of the compared OMol25 structures with the same formula, charge and spin = 90.8 kcal/mol
Calculated total energy = -86076.806 eV
Strongest force on any atom = 3.1 eV Å⁻¹
Charge = -1
Spin multiplicity = 6
Highest occupied orbital energy (spin up / spin down) = -2.87 / -3.44 eV

***

Here is C24H25InN5S as an isolated structure from the OMol25 dataset. Energies are from ωB97M-V/def2-TZVPD.

```
56
Properties=species:S:1:pos:R:3:forces:R:3
In -0.352306 0.008631 -0.104327 0.057 0.172 -0.432
C 1.027866 2.997428 -0.328567 -0.068 0.020 0.029
C 2.149980 2.165661 0.291931 -0.063 -0.009 -0.012
C 2.595060 1.074440 -0.635059 -0.097 -0.123 0.016
C 3.832734 1.136071 -1.249184 0.047 -0.010 0.037
C 4.217843 0.147514 -2.139304 0.063 0.022 -0.013
C 3.343361 -0.895101 -2.398860 -0.010 -0.061 -0.020
C 2.123215 -0.906373 -1.763777 -0.015 0.125 0.106
N 1.737630 0.054092 -0.894123 0.245 0.040 -0.155
N -0.314013 2.350444 -0.221429 0.020 0.023 0.063
C -1.180588 2.763570 -1.345496 -0.030 -0.009 0.057
C -2.416924 1.902182 -1.431195 0.028 -0.061 0.045
C -3.547010 2.346548 -2.089476 -0.005 0.054 0.036
C -4.657995 1.521892 -2.155521 -0.044 -0.008 -0.012
C -4.618866 0.283236 -1.528813 -0.043 0.012 -0.008
C -3.463396 -0.096698 -0.886590 0.113 0.104 0.071
N -2.366471 0.691396 -0.848647 -0.156 -0.056 -0.210
C -0.973649 2.702563 1.064600 0.044 -0.053 -0.029
C -0.478344 1.870366 2.221293 -0.013 -0.091 -0.038
C -0.311272 2.394237 3.486111 -0.029 0.012 0.035
C 0.071225 1.555038 4.524871 0.001 0.019 0.027
C 0.280431 0.206292 4.270999 0.003 0.007 0.028
C 0.105887 -0.254892 2.986266 -0.049 0.066 -0.066
N -0.265374 0.559468 1.978485 -0.002 -0.076 0.319
H 0.984428 3.987074 0.131022 -0.021 0.000 0.018
H 1.237734 3.148331 -1.386747 0.033 0.012 -0.005
H 2.994464 2.818775 0.503782 0.012 0.015 -0.049
H 1.847427 1.746709 1.251289 0.034 0.037 0.058
H 4.494510 1.960934 -1.021784 -0.009 -0.005 -0.006
H 5.185368 0.192143 -2.622512 -0.008 0.000 0.002
H 3.598470 -1.687808 -3.087588 -0.010 -0.001 0.003
H 1.410777 -1.695580 -1.948589 -0.038 -0.009 -0.033
H -1.474861 3.811694 -1.241907 0.012 0.019 -0.016
H -0.611269 2.681599 -2.272933 0.022 -0.034 -0.002
H -3.556895 3.332361 -2.536039 0.005 -0.011 -0.016
H -5.550141 1.847413 -2.674445 0.003 0.004 0.007
H -5.474694 -0.376710 -1.532583 0.006 0.004 0.009
H -3.397271 -1.042921 -0.370061 0.023 -0.043 -0.023
H -0.857927 3.766451 1.278114 0.049 0.006 0.011
H -2.043295 2.509997 0.961731 -0.027 0.034 0.004
H -0.485551 3.448194 3.658655 0.005 -0.009 0.004
H 0.205629 1.951350 5.523175 -0.001 0.001 -0.007
H 0.576513 -0.477276 5.053958 -0.004 0.009 0.003
H 0.256709 -1.298150 2.743528 -0.009 -0.019 -0.025
S -0.979839 -2.171273 -1.104302 -0.100 -0.206 0.198
C -0.154777 -3.578801 -0.465443 -0.023 0.053 -0.019
N -0.570652 -4.751802 -0.997796 0.003 -0.080 0.035
C -0.089555 -5.961379 -0.639216 -0.045 0.075 -0.070
C 0.889490 -6.048549 0.313105 0.033 -0.025 0.035
C 1.361329 -4.867158 0.878344 0.036 0.000 0.022
C 0.844040 -3.640274 0.492645 0.013 0.024 -0.011
H -1.296818 -4.721517 -1.705984 -0.022 0.002 -0.006
H -0.519303 -6.814882 -1.144609 -0.004 0.000 -0.001
H 1.275604 -7.014256 0.604581 0.003 0.009 -0.002
H 2.142554 -4.907296 1.626914 -0.008 0.006 -0.002
H 1.218788 -2.725391 0.927527 0.038 0.013 0.012
```
Positions in Å, forces in eV/Å.

Energy above the lowest of the compared OMol25 structures with the same formula, charge and spin = 6.6 kcal/mol
Calculated total energy = -48731.201 eV
Strongest force on any atom = 0.5 eV Å⁻¹
Charge = +3
Highest occupied orbital energy = -17.65 eV

***

Here is C24H25N3O3Zn as an isolated structure in a non-equilibrium geometry from the OMol25 dataset. Energies are from ωB97M-V/def2-TZVPD.

```
56
Properties=species:S:1:pos:R:3:forces:R:3
C -4.529163 0.341225 -0.388011 2.392 -0.494 1.244
C -4.721284 0.336446 -1.856694 0.464 -0.147 -0.970
H -4.894115 1.269562 0.065362 -0.031 -0.151 -0.154
H -5.068885 -0.489548 0.089324 -0.074 0.204 -0.121
C -3.760210 0.024165 -2.749797 -1.073 0.333 0.705
C -2.387431 -0.386617 -2.372028 1.087 -0.637 2.125
H -1.683482 0.459014 -2.441938 -0.074 -0.212 -0.127
H -2.007810 -1.202237 -2.995443 -0.127 0.158 -0.105
C -6.088790 0.725683 -2.328115 -0.460 0.083 -0.058
H -6.773342 0.826838 -1.479034 0.078 -0.010 -0.192
H -6.512863 -0.020017 -3.013855 0.095 0.184 0.123
H -6.080052 1.688485 -2.859754 0.021 -0.208 0.113
C -4.011487 0.131645 -4.221178 0.039 -0.025 -0.504
H -4.422834 1.113354 -4.492525 0.083 -0.247 0.058
H -4.722118 -0.629766 -4.573921 0.146 0.164 0.066
H -3.077909 -0.003871 -4.779004 -0.199 0.040 -0.014
Zn 1.532013 -0.026185 0.777175 0.367 0.258 0.257
O -0.298336 -0.130170 0.173609 -0.314 -0.838 -0.609
C -0.903439 -1.063606 -0.409651 0.198 0.501 0.426
O 1.871559 -1.884717 0.150629 -1.152 -0.992 -0.706
C 1.010636 -2.614120 -0.378455 0.934 0.402 0.433
O 1.273339 -3.855946 -0.707826 -0.858 0.676 -0.061
N -0.305394 -2.267024 -0.697218 0.405 0.015 0.109
C 0.042661 -4.482531 -1.216417 0.535 -1.279 0.164
C -0.965596 -3.392504 -1.400676 -0.307 1.035 -0.326
H -0.297354 -5.202716 -0.464705 0.358 0.053 -0.186
H 0.297790 -4.988672 -2.150017 0.018 0.038 0.298
H -1.931326 -3.616425 -0.945206 0.206 -0.069 -0.078
H -1.107077 -3.136914 -2.457744 -0.033 -0.008 0.311
C -2.316718 -0.883487 -0.780006 -0.278 0.441 -2.238
C -2.955559 0.200181 0.030592 -2.548 0.594 -0.054
H -2.859383 -1.835943 -0.726531 0.043 0.280 0.051
H -2.478649 1.169049 -0.152925 0.026 -0.263 0.081
H -2.905200 -0.040015 1.094909 0.023 0.196 0.000
C 2.059843 0.268073 5.079340 0.184 0.171 -0.100
C 1.474118 -0.022553 3.840242 0.604 0.376 -0.641
N 2.027690 0.398873 2.687173 -0.301 -0.088 0.697
C 3.158961 1.156604 2.712881 0.067 -0.238 0.601
C 3.821091 1.470786 3.930008 -0.435 -0.191 -1.090
C 3.235459 1.007484 5.125609 -0.332 -0.217 -0.164
C 5.049689 2.201270 3.845279 0.671 0.499 -0.701
C 5.578801 2.599763 2.634876 -0.109 -0.094 1.081
C 4.926768 2.312521 1.392601 -0.984 -0.602 0.188
C 5.419387 2.665161 0.119613 -0.318 -0.184 -0.246
C 4.713591 2.301409 -1.020913 0.034 0.050 0.270
C 3.521428 1.576814 -0.894834 -0.091 -0.160 0.945
N 3.045005 1.214946 0.312121 0.310 0.362 -0.639
C 3.707513 1.585675 1.443761 0.481 0.074 -0.402
H 1.581011 -0.104551 5.979269 0.145 0.117 -0.091
H 0.553085 -0.603440 3.749370 0.353 0.175 0.132
H 3.724651 1.233704 6.069658 -0.146 -0.080 -0.083
H 5.567284 2.427536 4.778260 -0.055 0.005 -0.314
H 6.522829 3.144352 2.594856 -0.251 -0.138 0.133
H 6.355560 3.213379 0.054309 -0.137 -0.066 -0.093
H 5.063554 2.553792 -2.016717 0.015 0.023 0.204
H 2.930488 1.265785 -1.759690 0.305 0.134 0.253
```
Positions in Å, forces in eV/Å.

Energy above the lowest of the compared OMol25 structures with the same formula, charge and spin = 0.0 kcal/mol
Calculated total energy = -84313.622 eV
Strongest force on any atom = 2.7 eV Å⁻¹
Charge = +2
Highest occupied orbital energy = -13.16 eV

***

Here is C24H25N3O4S as an isolated structure in a non-equilibrium geometry from the OMol25 dataset. Energies are from ωB97M-V/def2-TZVPD.

```
57
Properties=species:S:1:pos:R:3:forces:R:3
C 4.558342 -2.457429 1.840357 3.060 2.071 0.587
C 3.663497 -1.411826 1.350903 0.498 3.743 2.315
C 3.925540 -0.197298 1.936531 -4.495 6.394 -0.869
C 3.035516 1.006221 1.567095 -1.549 -10.118 -5.150
C 1.950668 0.890563 0.452350 5.774 7.233 7.845
C 1.852511 -0.278799 0.057000 -0.708 -5.943 -3.490
C 2.593005 -1.310712 0.522374 2.055 -7.203 -4.026
C 2.566823 -2.750980 -0.396323 -4.606 2.301 6.823
H 1.753318 -2.669121 -1.077843 -0.746 -0.555 -0.130
H 3.369695 -3.094985 -0.826487 4.924 -0.783 -2.579
H 2.493804 -3.519648 0.516926 -0.887 1.067 -2.284
H 1.317434 -0.394570 -0.828289 -1.442 -0.957 -1.327
N 1.106624 1.992049 0.115890 11.572 -1.149 -1.390
C 0.014324 1.938661 0.645988 -10.380 3.614 -0.513
N -0.878353 2.921235 0.194371 -0.579 -3.562 4.586
C -0.477272 4.081615 -0.255476 1.448 -0.359 -4.013
C -1.514387 5.026404 -0.679732 4.553 2.224 -0.483
C -0.955642 6.176084 -1.320467 5.278 -7.030 0.680
C 0.526737 6.111775 -1.811461 -5.244 8.055 -1.989
C 1.365922 5.266302 -1.331420 4.463 1.684 -2.305
C 0.930670 4.157268 -0.847693 -2.359 -5.401 7.677
C 1.939006 3.146798 -0.255610 -1.033 0.787 -5.213
O 3.127571 3.014340 -0.625529 -3.066 0.339 2.123
H 2.406985 5.362176 -1.557408 0.613 0.014 -0.130
H 0.976035 7.067880 -2.513120 -1.653 -2.711 2.243
H -1.591633 6.823545 -1.650774 -3.301 4.344 -2.061
H -2.550540 4.942186 -0.442437 -0.380 -0.223 0.322
S -0.461943 0.509329 1.512357 -2.979 0.823 0.908
C -2.429632 1.042886 1.734196 1.658 -7.644 -1.719
H -2.789325 0.566312 2.662261 0.273 0.759 -0.418
H -2.374000 1.997652 1.539490 -0.158 5.191 -0.297
C -3.190276 0.384353 0.357491 8.359 -7.494 13.614
O -3.757928 1.038152 -0.264911 -8.679 11.839 -11.346
N -3.369564 -0.942837 0.355084 3.360 -3.176 3.513
C -2.625812 -1.914667 1.212523 1.927 -1.591 -1.715
H -3.139999 -2.750198 1.697811 -1.267 0.635 -0.401
C -1.518166 -2.771186 0.215348 -0.776 1.317 10.166
H -0.824531 -2.038697 0.275142 2.538 2.318 -2.030
C -2.214510 -3.409543 -0.769260 -0.674 2.350 -5.141
C -1.140792 -4.074617 -1.551329 -7.081 -7.912 0.052
O -1.421170 -5.392064 -1.746267 3.538 6.650 -0.104
O -0.288290 -3.226378 -1.954468 4.080 -2.069 -4.924
H 0.223705 -3.754489 -2.757562 -1.213 1.934 2.767
C -3.131880 -2.272815 -1.611686 1.991 -8.832 -1.219
C -3.874898 -1.513104 -0.765456 -10.036 -2.024 1.935
H -4.828363 -2.417216 -0.335687 2.291 2.319 -0.781
H -4.598532 -0.846536 -1.237353 0.469 0.249 -0.263
H -2.464001 -1.747258 -2.030681 5.496 4.361 -3.156
H -3.457862 -2.878573 -2.511199 -1.132 0.866 1.384
H -2.884193 -4.044421 -0.352269 -1.883 -2.400 0.888
H -1.006755 -3.519806 0.971339 -1.086 0.886 -1.206
H -2.019529 -1.517041 2.011790 -0.099 0.775 -0.081
H 3.241585 1.817648 1.974007 1.622 7.395 3.657
H 4.527018 0.074680 2.776043 0.895 -0.452 0.183
H 5.024247 -2.880375 0.998189 1.576 -0.438 -1.005
H 5.340409 -2.161676 2.742746 -2.288 -0.658 -2.635
H 3.948790 -3.197249 2.072593 -2.531 -3.852 2.123
```
Positions in Å, forces in eV/Å.

Energy above the lowest of the compared OMol25 structures with the same formula, charge and spin = 444.7 kcal/mol
Calculated total energy = -48772.658 eV
Strongest force on any atom = 18.6 eV Å⁻¹
Charge = 0
Highest occupied orbital energy = -7.63 eV

***

The lowest calculated total energy belongs to which entry?
C24H25I2N5ORuS3